(1)
Formula: C22H22BrClN2O4S2V
Source: the OMol25 dataset
Level of theory: the ωB97M-V functional and the def2-TZVPD basis

Each line ends with the Löwdin charge.
Atoms and positions in Å:
V -1.509 0.331 0.333  0.382
C 1.239 -2.032 1.303  -0.091
N 1.090 -0.604 1.526  -0.172
C 2.303 0.155 1.241  -0.172
C 2.916 -0.097 -0.148  -0.162
N 2.008 0.078 -1.255  -0.153
C 1.076 1.158 -1.190  -0.097
C 1.695 -0.989 -2.107  -0.276
C 2.729 -1.498 -2.892  -0.036
C 2.501 -2.427 -3.888  -0.113
C 1.205 -2.851 -4.137  -0.115
C 0.177 -2.400 -3.339  -0.138
C 0.396 -1.506 -2.287  -0.533
S -0.962 -1.310 -1.193  0.747
C 0.659 -0.276 2.852  -0.294
C 1.057 -1.011 3.961  -0.032
C 0.658 -0.661 5.239  -0.096
C -0.157 0.440 5.428  -0.099
C -0.552 1.194 4.342  -0.125
C -0.146 0.853 3.057  -0.573
S -0.635 1.871 1.721  0.731
H 2.153 -2.446 1.756  0.087
H 1.269 -2.229 0.232  0.059
H 0.364 -2.528 1.716  0.086
H 3.086 -0.067 1.993  0.130
H 2.043 1.214 1.333  0.096
H 3.323 -1.109 -0.203  0.114
H 3.760 0.606 -0.247  0.119
H 0.659 1.321 -2.185  0.111
H 1.587 2.063 -0.857  0.106
H 0.224 0.952 -0.499  -0.037
H 3.727 -1.122 -2.719  0.109
H 3.324 -2.795 -4.483  0.090
H 1.005 -3.538 -4.947  0.092
H -0.832 -2.756 -3.484  0.089
H 1.691 -1.875 3.830  0.102
H 0.984 -1.253 6.083  0.093
H -0.495 0.704 6.419  0.095
H -1.203 2.046 4.465  0.101
O -3.332 -0.247 0.672  -0.394
Cl -3.077 -0.869 1.946  0.635
O -4.143 -1.760 2.227  -0.273
O -3.000 0.145 2.928  -0.293
O -1.855 -1.584 1.868  -0.323
Br -3.512 4.341 -4.673  0.654
C -2.958 3.230 -3.214  -0.696
C -3.363 1.910 -3.170  -0.141
C -2.934 1.119 -2.117  -0.135
C -2.110 1.607 -1.099  -0.293
C -1.753 2.953 -1.179  -0.136
C -2.161 3.768 -2.224  -0.148
H -3.991 1.505 -3.952  0.093
H -3.243 0.079 -2.108  0.074
H -1.127 3.387 -0.408  0.058
H -1.860 4.807 -2.268  0.092

## Properties
Total charge = -1
<S²> = 2.023
Orbital gap (alpha / beta) = 7.180 / 7.409 eV
Relative energy (zero: lowest compared OMol25 entry of this formula, charge and spin) = 164.7 kJ/mol
2S+1 = 3

(2)
Formula: C42H47N9P3Pd
Source: the OMol25 dataset
Level of theory: the ωB97M-V functional and the def2-TZVPD basis

Each line ends with the Löwdin charge.
Atoms and positions in Å:
Pd 0.147 0.192 0.543  0.103
C 2.063 -3.557 1.922  -0.136
N 1.465 -2.344 1.363  -0.506
P -0.071 -1.812 1.915  0.894
C 0.190 -1.782 3.726  -0.342
C 0.094 -2.894 4.557  -0.094
C 0.494 -2.802 5.883  -0.071
C 0.997 -1.611 6.382  -0.077
C 1.094 -0.498 5.558  -0.080
C 0.687 -0.584 4.236  -0.119
C -1.137 -3.264 1.636  -0.398
C -0.922 -4.107 0.547  -0.105
C -1.807 -5.137 0.269  -0.074
C -2.922 -5.334 1.071  -0.079
C -3.154 -4.490 2.148  -0.077
C -2.277 -3.453 2.421  -0.155
P 2.449 -0.979 0.892  0.972
C 2.624 -1.286 -0.910  -0.388
C 1.634 -1.942 -1.635  -0.114
C 1.760 -2.109 -3.007  -0.092
C 2.856 -1.582 -3.675  -0.102
C 3.807 -0.858 -2.970  -0.084
C 3.692 -0.711 -1.597  -0.120
C 4.099 -1.513 1.486  -0.382
C 4.482 -1.033 2.737  -0.109
C 5.719 -1.362 3.269  -0.079
C 6.584 -2.173 2.551  -0.079
C 6.207 -2.660 1.307  -0.071
C 4.970 -2.335 0.774  -0.100
H 1.272 -4.268 2.162  0.071
H 2.634 -3.364 2.834  0.083
H 2.727 -4.010 1.186  0.084
H -0.298 -3.829 4.179  0.102
H 0.416 -3.666 6.530  0.108
H 1.314 -1.547 7.414  0.106
H 1.484 0.432 5.950  0.105
H 0.751 0.276 3.575  0.077
H -0.049 -3.961 -0.077  0.090
H -1.625 -5.789 -0.575  0.108
H -3.608 -6.143 0.855  0.106
H -4.021 -4.644 2.777  0.107
H -2.456 -2.797 3.263  0.097
H 0.771 -2.334 -1.113  0.061
H 1.003 -2.655 -3.556  0.105
H 2.963 -1.723 -4.742  0.104
H 4.645 -0.414 -3.492  0.106
H 4.439 -0.151 -1.047  0.110
H 3.802 -0.391 3.287  0.091
H 6.012 -0.975 4.236  0.105
H 7.554 -2.423 2.959  0.105
H 6.882 -3.291 0.744  0.107
H 4.689 -2.707 -0.202  0.104
C 1.205 2.790 0.471  -0.031
C 1.150 2.505 -0.995  -0.348
N 0.981 1.290 -1.481  0.062
C 1.074 1.393 -2.848  -0.110
C 1.302 2.684 -3.194  -0.049
N 1.372 3.413 -2.015  -0.005
C 1.160 4.852 -1.964  -0.047
N -0.250 5.205 -2.044  -0.045
N -1.018 4.983 -0.981  0.059
N -2.252 5.033 -1.320  0.060
C -2.342 5.282 -2.664  -0.233
C -3.445 5.373 -3.518  -0.012
C -3.182 5.560 -4.853  -0.071
C -1.867 5.662 -5.342  -0.062
C -0.774 5.582 -4.510  -0.009
C -1.033 5.380 -3.155  -0.163
H 1.059 1.797 0.985  0.006
H 0.458 3.515 0.789  0.065
H 2.194 3.163 0.747  0.093
H 0.986 0.523 -3.471  0.101
H 1.453 3.146 -4.153  0.117
H 1.667 5.317 -2.807  0.141
H 1.545 5.237 -1.022  0.141
H -4.452 5.298 -3.134  0.114
H -4.002 5.639 -5.552  0.110
H -1.717 5.799 -6.404  0.112
H 0.233 5.670 -4.890  0.112
C -4.563 1.683 -0.367  -0.127
N -3.064 1.877 -0.332  -0.075
C -2.489 1.258 -1.592  -0.129
N -2.871 -0.105 -1.717  -0.139
C -4.321 -0.214 -1.766  -0.161
N -4.937 0.327 -0.562  -0.155
C -4.636 -0.499 0.603  -0.315
P -2.814 -0.564 1.057  1.025
C -2.459 1.280 0.881  -0.286
C -2.248 -0.949 -0.702  -0.323
H -4.945 2.291 -1.190  0.143
H -4.968 2.047 0.578  0.145
H -2.871 2.906 -0.390  0.153
H -1.402 1.337 -1.550  0.106
H -2.872 1.830 -2.441  0.143
H -4.599 -1.261 -1.873  0.137
H -4.688 0.342 -2.633  0.136
H -4.964 -1.521 0.398  0.091
H -5.212 -0.134 1.456  0.089
H -1.320 1.309 0.817  0.023
H -2.777 1.843 1.760  0.102
H -2.470 -1.996 -0.923  0.095
H -1.138 -0.786 -0.733  0.034

## Properties
Total charge = +1
Orbital gap = 6.397 eV
Relative energy (zero: lowest compared OMol25 entry of this formula, charge and spin) = 93.8 kJ/mol

(3)
Formula: C26H23BCl16FNO4S
Source: the OMol25 dataset
Level of theory: the ωB97M-V functional and the def2-TZVPD basis

Each line ends with the Löwdin charge.
Atoms and positions in Å:
C 2.128 2.952 0.628  -0.027
C 1.653 1.557 1.044  -0.367
C 2.000 0.596 -0.111  -0.112
C 1.109 -0.620 -0.245  -0.115
C 1.360 -1.650 0.666  0.057
C 0.613 -2.809 0.647  -0.072
C -0.403 -2.969 -0.286  -0.021
C -0.637 -1.942 -1.185  -0.140
F -1.631 -2.148 -2.061  0.097
C 0.087 -0.746 -1.206  0.072
B -0.277 0.384 -2.258  -0.510
O -0.994 -0.024 -3.395  0.050
N 0.048 1.794 -2.105  -0.120
C -1.067 2.508 -1.458  -0.045
C 0.493 2.438 -3.336  -0.086
C -1.201 -4.232 -0.258  -0.332
O -1.632 -4.771 -1.239  0.080
C -1.391 -4.802 1.108  0.000
C -0.420 -4.652 2.008  -0.505
S -0.610 -5.281 3.665  0.820
C 0.833 -3.930 1.615  -0.355
O 1.917 -4.255 2.010  0.134
O 0.268 1.536 1.369  -0.090
C 0.018 2.115 2.639  -0.149
C -1.087 3.153 2.588  -0.176
C -1.000 4.220 1.700  -0.046
C -2.009 5.173 1.630  -0.069
C -3.101 5.058 2.476  -0.092
C -3.200 4.014 3.379  -0.084
C -2.184 3.068 3.438  -0.127
H 2.193 3.620 1.487  0.082
H 1.451 3.331 -0.131  0.072
H 3.144 2.835 0.251  0.047
H 2.224 1.220 1.917  0.138
H 2.989 0.195 0.127  0.041
H 2.124 1.125 -1.048  0.103
H 2.158 -1.560 1.393  0.135
H -1.897 -0.145 -3.074  0.111
H -1.734 2.973 -2.187  0.097
H -0.677 3.212 -0.727  0.050
H -1.648 1.785 -0.877  0.098
H 1.538 2.229 -3.572  0.078
H -0.118 2.204 -4.215  0.072
H 0.425 3.519 -3.191  0.087
H -2.319 -5.302 1.343  0.125
H -1.794 -4.718 3.944  -0.156
H -0.282 1.350 3.363  0.123
H 0.909 2.595 3.051  0.128
H -0.148 4.337 1.046  0.090
H -1.913 5.982 0.921  0.104
H -3.887 5.802 2.440  0.102
H -4.051 3.918 4.039  0.102
H -2.223 2.243 4.155  -0.022
Cl 7.663 2.025 0.574  0.534
C 6.411 1.080 -0.234  -2.040
Cl 5.304 0.413 0.975  0.566
Cl 5.509 2.121 -1.344  0.538
Cl 7.154 -0.240 -1.138  0.537
Cl -3.435 0.673 4.279  0.631
C -3.897 -0.793 5.165  -2.021
Cl -5.395 -1.454 4.497  0.530
Cl -2.598 -1.979 5.008  0.523
Cl -4.130 -0.397 6.868  0.538
Cl 1.511 -6.086 -2.158  0.530
C 0.328 -7.047 -3.058  -2.050
Cl -0.753 -7.861 -1.922  0.534
Cl -0.602 -5.990 -4.121  0.533
Cl 1.174 -8.259 -4.030  0.519
Cl -1.008 -2.109 -5.715  0.552
C -0.080 -0.940 -6.654  -2.038
Cl 0.566 -1.728 -8.099  0.523
Cl -1.128 0.401 -7.134  0.528
Cl 1.263 -0.314 -5.685  0.555

## Properties
Total charge = 0
Orbital gap = 7.707 eV
Relative energy (zero: lowest compared OMol25 entry of this formula, charge and spin) = 0.0 kJ/mol

no.,E (Ha)
1,-6036.40671
2,-3273.18830
3,-9246.19474